[1]
Molecular formula: C63H74BN9O4RbS4Sb2
Method: DFT, ωB97M-V with the def2-TZVPD basis set

Element x y z (Å)
Rb: -1.439 -0.906 -0.857
C: -1.569 3.268 -4.038
C: -1.054 3.723 -2.716
C: -1.349 4.939 -2.203
C: -0.889 5.294 -0.905
N: -0.161 4.483 -0.210
N: 0.144 3.275 -0.711
B: 0.780 2.379 0.349
N: 2.136 1.768 -0.048
N: 2.631 2.338 -1.163
C: 3.740 1.905 -1.674
C: 4.432 0.815 -1.081
C: 3.997 0.295 0.090
C: 4.717 -0.819 0.772
C: 2.805 0.839 0.688
S: 2.304 0.339 2.213
C: 4.241 2.653 -2.901
C: 3.160 2.647 -3.983
C: 4.541 4.097 -2.485
C: 5.511 2.012 -3.459
N: 0.880 3.092 1.736
N: 1.728 3.954 2.233
C: 1.557 4.267 3.496
C: 0.483 3.728 4.257
C: -0.387 2.818 3.722
C: -1.542 2.193 4.427
C: -0.099 2.470 2.387
S: -0.735 1.378 1.246
C: 2.604 5.217 4.055
C: 3.953 4.489 4.016
C: 2.669 6.462 3.168
C: 2.304 5.643 5.491
C: -0.274 2.812 -1.916
S: 0.075 1.263 -2.444
C: -1.242 6.625 -0.273
C: -0.746 6.679 1.171
C: -0.580 7.748 -1.081
C: -2.766 6.796 -0.287
H: -2.071 4.084 -4.556
H: -2.270 2.446 -3.885
H: -0.759 2.877 -4.654
H: -1.960 5.630 -2.769
H: 5.321 0.415 -1.545
H: 5.648 -1.039 0.256
H: 4.098 -1.715 0.791
H: 4.919 -0.562 1.811
H: 2.251 3.113 -3.616
H: 2.903 1.632 -4.288
H: 3.516 3.199 -4.855
H: 3.638 4.577 -2.112
H: 4.912 4.662 -3.341
H: 5.296 4.132 -1.697
H: 5.334 0.984 -3.773
H: 6.326 2.022 -2.733
H: 5.839 2.573 -4.334
H: 0.349 4.041 5.280
H: -1.726 2.672 5.387
H: -1.353 1.130 4.590
H: -2.438 2.265 3.809
H: 4.204 4.210 2.995
H: 3.921 3.577 4.612
H: 4.737 5.136 4.410
H: 2.829 6.184 2.129
H: 3.490 7.103 3.489
H: 1.743 7.035 3.229
H: 2.306 4.794 6.175
H: 1.344 6.152 5.569
H: 3.076 6.336 5.827
H: 0.332 6.538 1.224
H: -1.212 5.898 1.770
H: -0.999 7.649 1.601
H: 0.505 7.643 -1.067
H: -0.837 8.719 -0.656
H: -0.908 7.738 -2.121
H: -3.253 5.966 0.223
H: -3.161 6.847 -1.300
H: -3.037 7.724 0.221
O: -3.234 -2.494 -3.834
C: -3.370 -2.315 -2.609
O: -2.701 -2.844 -1.692
C: -4.388 -1.245 -2.225
C: -5.637 -1.144 -2.829
C: -6.416 -0.041 -2.523
C: -5.901 0.952 -1.702
C: -4.623 0.791 -1.182
N: -3.918 -0.319 -1.398
C: -3.873 1.934 -0.481
O: -4.539 2.724 0.200
O: -2.649 1.946 -0.751
H: -5.958 -1.898 -3.533
H: -7.403 0.066 -2.957
H: -6.449 1.854 -1.473
C: -1.749 -4.383 1.009
C: -2.041 -5.329 -0.152
C: -0.791 -5.747 -0.920
Sb: 0.430 -4.056 -1.545
C: 1.722 -4.256 0.183
C: 2.303 -5.477 0.518
C: 3.033 -5.626 1.685
C: 3.191 -4.549 2.547
C: 2.633 -3.324 2.224
C: 1.908 -3.182 1.045
C: 1.755 -5.254 -2.750
C: 1.278 -6.281 -3.560
C: 2.133 -6.998 -4.387
C: 3.484 -6.693 -4.417
C: 3.971 -5.667 -3.619
C: 3.112 -4.954 -2.799
Sb: -3.357 -3.016 1.464
C: -2.367 -2.406 3.289
C: -1.032 -2.014 3.220
C: -0.343 -1.596 4.349
C: -0.990 -1.556 5.575
C: -2.325 -1.924 5.658
C: -3.006 -2.345 4.524
C: -4.573 -4.527 2.400
C: -4.069 -5.389 3.371
C: -4.862 -6.387 3.917
C: -6.175 -6.538 3.495
C: -6.690 -5.687 2.531
C: -5.891 -4.688 1.990
H: -0.888 -3.744 0.792
H: -1.491 -4.917 1.927
H: -2.723 -4.853 -0.853
H: -2.549 -6.219 0.238
H: -1.070 -6.317 -1.806
H: -0.136 -6.376 -0.311
H: 2.194 -6.327 -0.147
H: 3.478 -6.584 1.926
H: 3.752 -4.665 3.465
H: 2.766 -2.467 2.868
H: 1.494 -2.204 0.809
H: 0.224 -6.530 -3.556
H: 1.741 -7.795 -5.007
H: 4.154 -7.247 -5.063
H: 5.023 -5.414 -3.646
H: 3.506 -4.146 -2.194
H: -0.495 -2.035 2.277
H: 0.695 -1.301 4.261
H: -0.458 -1.235 6.462
H: -2.838 -1.889 6.611
H: -4.045 -2.641 4.611
H: -3.047 -5.277 3.715
H: -4.455 -7.048 4.672
H: -6.795 -7.318 3.919
H: -7.714 -5.799 2.198
H: -6.305 -4.025 1.238
C: -0.900 -4.003 -5.484
N: 0.305 -3.446 -4.903
C: 0.487 -2.150 -4.599
N: -0.590 -1.346 -4.617
S: 2.034 -1.587 -4.216
H: -0.742 -5.071 -5.616
H: -1.112 -3.555 -6.458
H: -1.759 -3.848 -4.827
H: 1.165 -3.973 -4.966
H: -1.529 -1.726 -4.493
H: -0.425 -0.412 -4.261

* frontier orbital gap: 7.115 eV
* M: 1489.4 g mol⁻¹
* charge: -1
* ΔE to the lowest compared entry with this formula, charge and spin: 0.0 kcal/mol
* 2S+1: 1
* energy: -5361.250190 Eh
* strongest force on any atom: 1.9 eV Å⁻¹

Results of the Löwdin charge analysis, in e, for atoms 1 through 2: 0.60 -0.06

=====

[2]
Molecular formula: C63H78FN2O25Sr2
Method: DFT, ωB97M-V with the def2-TZVPD basis set

Element x y z (Å)
Sr: -13.022 -28.436 -19.466
Sr: -12.550 -25.637 -22.288
C: -12.427 -30.193 -23.303
C: -12.048 -28.835 -23.145
C: -11.717 -27.978 -24.402
O: -11.498 -26.744 -24.222
C: -11.833 -28.640 -25.645
C: -12.365 -29.898 -25.794
C: -12.610 -30.761 -24.558
O: -13.072 -31.993 -24.559
O: -12.539 -30.296 -27.023
O: -12.279 -28.225 -22.106
H: -12.656 -30.764 -22.416
H: -11.795 -28.070 -26.562
F: -14.474 -26.759 -20.708
C: -13.073 -23.028 -19.893
O: -12.597 -23.486 -21.187
C: -12.622 -22.333 -22.017
C: -12.042 -22.604 -23.375
N: -12.574 -23.759 -24.030
C: -13.958 -23.656 -24.494
C: -14.532 -25.048 -24.943
O: -14.522 -25.797 -23.727
C: -15.406 -26.953 -23.939
H: -13.239 -23.976 -19.382
H: -14.095 -22.649 -19.891
H: -12.468 -22.453 -19.192
H: -11.993 -21.482 -21.754
H: -13.572 -21.828 -22.189
H: -10.957 -22.696 -23.317
H: -12.101 -21.750 -24.050
H: -11.979 -23.724 -24.845
H: -14.080 -22.966 -25.330
H: -14.603 -23.255 -23.712
H: -13.838 -25.547 -25.620
H: -15.539 -24.954 -25.348
H: -16.485 -26.800 -23.957
H: -15.160 -27.656 -23.143
H: -15.231 -27.539 -24.842
C: -9.966 -29.914 -20.937
O: -10.993 -30.072 -19.958
C: -11.241 -31.408 -19.664
C: -12.223 -31.643 -18.543
N: -13.542 -30.936 -18.618
C: -14.279 -31.532 -19.715
C: -15.721 -30.881 -19.715
O: -15.559 -29.489 -20.055
C: -16.805 -28.753 -20.278
H: -9.019 -30.342 -20.607
H: -9.686 -28.900 -21.220
H: -10.076 -30.495 -21.853
H: -10.297 -31.929 -19.505
H: -11.618 -31.905 -20.558
H: -11.805 -31.234 -17.622
H: -12.332 -32.722 -18.440
H: -14.155 -31.172 -17.851
H: -14.323 -32.613 -19.586
H: -13.943 -31.236 -20.709
H: -16.140 -30.875 -18.708
H: -16.426 -31.192 -20.486
H: -16.994 -28.643 -21.346
H: -16.760 -27.765 -19.820
H: -17.593 -29.309 -19.771
C: -18.213 -29.552 -28.903
C: -18.618 -28.265 -28.658
C: -17.840 -27.418 -27.947
C: -16.595 -27.793 -27.547
C: -16.096 -29.084 -27.895
C: -16.950 -29.966 -28.568
O: -16.599 -31.209 -28.880
O: -18.301 -26.200 -27.658
H: -18.912 -30.236 -29.362
H: -19.633 -28.006 -28.919
H: -15.876 -27.279 -26.926
H: -15.082 -29.362 -27.648
H: -15.768 -31.423 -28.450
H: -17.551 -25.602 -27.612
C: -11.967 -28.305 -32.695
C: -12.107 -27.836 -31.414
C: -12.185 -28.672 -30.287
C: -12.271 -30.061 -30.469
C: -12.183 -30.609 -31.781
C: -12.000 -29.717 -32.844
O: -11.800 -30.106 -34.092
O: -12.006 -28.209 -28.973
H: -11.788 -27.675 -33.554
H: -12.294 -26.789 -31.227
H: -12.239 -30.758 -29.644
H: -12.238 -31.687 -31.814
H: -12.034 -29.433 -34.735
H: -12.240 -28.852 -28.300
C: -10.099 -33.186 -23.033
C: -8.718 -33.419 -23.262
C: -8.236 -34.680 -23.216
C: -9.062 -35.665 -22.621
C: -10.405 -35.380 -22.269
C: -10.979 -34.147 -22.482
O: -12.336 -33.854 -22.325
O: -6.902 -34.957 -23.390
H: -10.517 -32.198 -23.156
H: -8.155 -32.533 -23.518
H: -8.597 -36.611 -22.387
H: -10.969 -36.221 -21.893
H: -12.544 -33.086 -22.862
H: -6.601 -35.868 -23.367
C: -8.022 -32.501 -28.572
C: -7.421 -33.662 -28.085
C: -8.038 -34.430 -27.167
C: -9.282 -34.067 -26.612
C: -9.875 -32.918 -26.976
C: -9.237 -32.102 -28.026
O: -9.842 -30.966 -28.416
O: -7.286 -35.521 -26.752
H: -7.431 -31.889 -29.238
H: -6.449 -33.951 -28.457
H: -9.747 -34.786 -25.954
H: -10.794 -32.589 -26.515
H: -10.558 -30.600 -27.892
H: -7.829 -36.046 -26.158
C: -17.762 -32.692 -22.647
C: -19.025 -32.424 -23.070
C: -19.253 -31.907 -24.325
C: -18.183 -31.625 -25.218
C: -16.881 -31.945 -24.774
C: -16.676 -32.489 -23.466
O: -15.431 -32.753 -23.066
O: -20.523 -31.575 -24.679
H: -17.528 -33.021 -21.645
H: -19.790 -32.663 -22.347
H: -18.451 -31.137 -26.143
H: -16.122 -31.945 -25.542
H: -14.730 -32.579 -23.698
H: -20.698 -31.694 -25.615
C: -11.381 -22.471 -27.377
C: -12.195 -23.268 -28.196
C: -12.094 -24.690 -28.178
C: -11.094 -25.312 -27.464
C: -10.282 -24.483 -26.677
C: -10.420 -23.125 -26.653
O: -9.677 -22.258 -25.839
O: -12.883 -25.423 -28.966
H: -11.562 -21.412 -27.267
H: -12.938 -22.769 -28.800
H: -11.033 -26.389 -27.504
H: -9.512 -24.878 -26.031
H: -9.100 -22.589 -25.146
H: -12.852 -26.382 -28.943
C: -12.589 -35.139 -28.733
C: -12.987 -34.050 -28.015
C: -14.330 -33.699 -27.904
C: -15.258 -34.620 -28.252
C: -14.908 -35.757 -28.964
C: -13.595 -35.982 -29.327
O: -13.280 -36.916 -30.257
O: -14.714 -32.408 -27.512
H: -11.556 -35.362 -28.957
H: -12.224 -33.356 -27.696
H: -16.264 -34.337 -27.982
H: -15.691 -36.408 -29.324
H: -14.021 -37.408 -30.617
H: -13.923 -32.067 -27.088
C: -7.782 -28.548 -25.454
C: -8.304 -29.938 -24.962
O: -7.963 -29.875 -23.585
C: -7.441 -28.707 -23.241
O: -7.256 -28.320 -22.099
O: -7.249 -27.959 -24.283
H: -8.530 -27.885 -25.888
H: -7.010 -28.649 -26.217
H: -7.717 -30.711 -25.458
H: -9.368 -30.154 -25.056

* frontier orbital gap: 4.856 eV
* M: 1457.5 g mol⁻¹
* charge: +1
* 2S+1: 1
* energy: -4599.076855 Eh
* strongest force on any atom: 4.5 eV Å⁻¹

Results of the Löwdin charge analysis, in e, for atoms 1 through 2: 1.62 1.64